A cluster of 2 separate species, C2H7PS3 in total at a distorted geometry, computed with wB97M-V/def2-TZVPD.

Properties
Structure (SMILES): S=[PH](S)S.C=C
HOMO-LUMO gap: 9.23 eV

```
! wB97M-V def2-TZVPD RIJCOSX def2/J DEFGRID3
* xyz 0 1
C 0.830 3.047 -0.436
C 1.165 2.117 0.456
P 0.461 -2.386 -0.013
S 1.380 -2.604 1.981
S 1.893 -2.873 -1.383
S -0.647 -0.837 -0.374
H 0.984 4.033 -0.295
H 0.714 2.745 -1.502
H -0.336 -3.596 -0.060
H 1.579 2.208 1.395
H 1.122 1.102 0.213
H 1.073 -1.341 2.299
H 2.147 -4.066 -0.794
*
```

***

The molecule C7H13BO2 at a distorted geometry, computed with wB97M-V/def2-TZVPD.

Properties
Structure (SMILES): CC1(C)CCC=C1B(O)O
HOMO-LUMO gap (spin up / spin down): 8.23 / 8.20 eV

```
! wB97M-V def2-TZVPD RIJCOSX def2/J DEFGRID3
* xyz 0 1
B 2.421 0.302 0.043
C 0.324 2.183 -0.016
C 0.884 0.549 0.066
C -1.178 1.918 -0.041
C -1.597 0.432 0.226
C -0.308 -0.442 0.122
C -0.369 -1.073 -1.208
C -0.218 -1.376 1.342
O 3.313 1.357 0.115
O 2.798 -1.010 -0.214
H 0.914 2.977 -0.097
H -1.671 2.542 0.636
H -1.530 2.298 -0.981
H -1.837 0.155 1.284
H -2.382 0.199 -0.495
H -0.534 -0.251 -1.894
H -1.308 -1.701 -1.076
H 0.559 -1.640 -1.504
H -1.190 -1.868 1.279
H -0.098 -0.833 2.336
H 0.585 -2.076 1.215
H 4.214 1.071 0.141
H 3.731 -1.181 -0.320
*
```

***

A cluster of 2 separate species, C3H10N3 in total at a distorted geometry, computed with wB97M-V/def2-TZVPD.

Properties
HOMO-LUMO gap: 9.62 eV

```
! wB97M-V def2-TZVPD RIJCOSX def2/J DEFGRID3
* xyz 1 1
C -1.481 -0.077 -0.177
C -2.069 0.943 0.566
C 1.196 0.535 -0.883
N -1.806 -1.010 -0.885
N 0.566 0.147 0.318
N 1.135 -1.165 0.874
H -1.361 1.845 0.469
H -3.160 1.170 0.179
H -2.202 0.569 1.646
H 0.637 1.524 -1.126
H 2.199 0.834 -0.578
H 0.899 -0.022 -1.749
H -1.206 -1.655 -1.326
H 2.095 -1.128 1.187
H 1.113 -1.837 0.092
H 0.468 -1.439 1.666
*
```

***

Calculated total energy across the listed records, respectively: -1616.282353 -449.827555 -284.169183 Eh.
Energy above the lowest of the compared OMol25 structures with the same formula, charge and spin across the listed records, respectively: 138.5 131.5 542.9 kJ/mol.